*A*
This record from OMol25 describes a cluster of 9 separate species, C18H54O9 in total. The level of theory is ωB97M-V/def2-TZVPD.

Properties
**E_HOMO**: -9.911 eV
**SMILES**: CC(C)O.CCO.CCO.CCO.CCO.CCO.CCO.CCO.CO
**LUMO energy**: 0.4 eV
**Net charge**: 0

Bonds (Å) are listed after each position.
Element x y z (Å)
1 C -1.247 -3.666 2.163  C2 1.532, H5 1.149, H6 1.121, H7 1.097
2 C -0.758 -2.417 2.904  C1 1.532, C3 1.445, O4 1.452, H8 1.114
3 C 0.406 -2.779 3.679  C2 1.445, H9 1.161, H10 1.117, H11 1.088
4 O -0.556 -1.276 2.028  C2 1.452, H12 0.983
5 H -2.083 -3.208 1.522  C1 1.149
6 H -1.682 -4.495 2.779  C1 1.121
7 H -0.398 -3.967 1.537  C1 1.097
8 H -1.550 -2.029 3.583  C2 1.114
9 H 1.138 -3.282 2.931  C3 1.161
10 H 0.197 -3.526 4.483  C3 1.117
11 H 0.903 -1.908 4.102  C3 1.088
12 H 0.127 -1.523 1.366  O4 0.983
13 C -1.274 1.803 4.292  C14 1.509, H16 1.128, H17 1.071, H18 1.096
14 C -0.259 0.747 4.652  C13 1.509, O15 1.376, H19 1.116, H20 1.061
15 O 0.705 0.641 3.675  C14 1.376, H21 0.948
16 H -1.871 2.333 5.089  C13 1.128
17 H -1.963 1.257 3.679  C13 1.071
18 H -0.807 2.575 3.670  C13 1.096
19 H -0.767 -0.231 4.824  C14 1.116
20 H 0.201 1.058 5.556  C14 1.061
21 H 0.313 0.062 3.036  O15 0.948
22 C -1.446 -3.581 -2.236  C23 1.496, H25 1.138, H26 1.096, H27 1.069
23 C -1.818 -2.456 -3.148  C22 1.496, O24 1.416, H28 1.141, H29 1.096
24 O -3.008 -1.795 -2.759  C23 1.416, H30 0.957
25 H -0.744 -4.361 -2.676  C22 1.138
26 H -2.372 -4.108 -1.978  C22 1.096
27 H -1.000 -3.387 -1.285  C22 1.069
28 H -1.984 -2.898 -4.187  C23 1.141
29 H -0.987 -1.753 -3.278  C23 1.096
30 H -2.763 -1.002 -2.281  O24 0.957
31 C -1.595 4.748 2.622  C32 1.510, H34 1.104, H35 1.076, H36 1.092
32 C -0.856 4.279 1.392  C31 1.510, O33 1.492, H37 1.095, H38 1.111
33 O -1.735 4.471 0.202  C32 1.492, H39 0.969
34 H -1.729 5.841 2.698  C31 1.104
35 H -1.200 4.329 3.531  C31 1.076
36 H -2.623 4.383 2.564  C31 1.092
37 H -0.561 3.227 1.466  C32 1.095
38 H 0.155 4.733 1.323  C32 1.111
39 H -1.849 5.430 0.123  O33 0.969
40 C 4.042 -4.602 -2.473  C41 1.502, H43 1.067, H44 1.070, H45 1.131
41 C 4.108 -3.470 -3.457  C40 1.502, O42 1.444, H46 1.080, H47 1.050
42 O 4.997 -2.464 -2.926  C41 1.444, H48 0.975
43 H 3.637 -4.333 -1.523  C40 1.067
44 H 4.990 -4.978 -2.148  C40 1.070
45 H 3.488 -5.498 -2.884  C40 1.131
46 H 3.138 -3.064 -3.702  C41 1.080
47 H 4.449 -3.814 -4.389  C41 1.050
48 H 4.870 -1.730 -3.554  O42 0.975
49 C 3.207 1.926 0.816  C50 1.505, H52 1.051, H53 1.073, H54 1.096
50 C 2.487 1.992 -0.504  C49 1.505, O51 1.427, H55 1.089, H56 1.055
51 O 3.239 1.849 -1.709  C50 1.427, H57 0.958
52 H 2.445 2.015 1.534  C49 1.051
53 H 3.943 2.707 0.806  C49 1.073
54 H 3.764 0.995 0.977  C49 1.096
55 H 1.963 2.945 -0.550  C50 1.089
56 H 1.719 1.270 -0.449  C50 1.055
57 H 3.374 0.924 -1.918  O51 0.958
58 C -0.354 2.125 -3.796  C59 1.486, H61 1.063, H62 1.067, H63 1.124
59 C -1.078 3.125 -2.969  C58 1.486, O60 1.437, H64 1.116, H65 1.081
60 O -0.981 2.704 -1.598  C59 1.437, H66 0.968
61 H 0.708 2.154 -3.766  C58 1.063
62 H -0.578 2.363 -4.812  C58 1.067
63 H -0.650 1.042 -3.730  C58 1.124
64 H -2.157 3.274 -3.213  C59 1.116
65 H -0.489 4.028 -3.053  C59 1.081
66 H -1.214 3.368 -0.934  O60 0.968
67 C -3.811 1.357 -0.038  C68 1.544, H70 1.113, H71 1.111, H72 1.033
68 C -2.522 0.543 0.210  C67 1.544, O69 1.454, H73 1.091, H74 1.066
69 O -1.709 0.240 -0.956  C68 1.454, H75 0.973
70 H -4.432 0.845 -0.807  C67 1.113
71 H -3.435 2.334 -0.410  C67 1.111
72 H -4.260 1.485 0.883  C67 1.033
73 H -2.656 -0.464 0.607  C68 1.091
74 H -1.876 1.080 0.865  C68 1.066
75 H -1.677 1.063 -1.474  O69 0.973
76 C 1.775 -1.353 -1.248  O77 1.394, H78 1.094, H79 1.073, H80 1.164
77 O 0.816 -1.174 -0.252  C76 1.394, H81 0.987
78 H 1.335 -1.483 -2.241  C76 1.094
79 H 2.419 -0.505 -1.377  C76 1.073
80 H 2.346 -2.330 -0.976  C76 1.164
81 H -0.042 -0.757 -0.506  O77 0.987


*B*
This record from OMol25 describes a cluster of 9 separate species, C18H54O9 in total. The level of theory is ωB97M-V/def2-TZVPD.

Properties
**E_HOMO**: -9.302 eV
**SMILES**: CCO.CCO.CCO.CCO.CCO.CCO.CCO.CCO.CCO
**LUMO energy**: 0.4 eV
**Net charge**: 0

Bonds (Å) are listed after each position.
Element x y z (Å)
1 C 18.605 -23.137 -20.043  C2 1.492, H4 1.159, H5 1.079, H6 1.111
2 C 17.309 -23.341 -19.333  C1 1.492, O3 1.378, H7 1.230, H8 1.035
3 O 16.515 -22.216 -19.266  C2 1.378, H9 0.843
4 H 18.432 -22.899 -21.164  C1 1.159
5 H 19.154 -24.063 -19.989  C1 1.079
6 H 19.218 -22.403 -19.477  C1 1.111
7 H 17.279 -23.520 -18.116  C2 1.230
8 H 16.907 -24.213 -19.720  C2 1.035
9 H 15.984 -22.364 -18.628  O3 0.843
10 C 18.008 -17.339 -20.081  C11 1.526, H13 0.981, H14 1.162, H15 1.029
11 C 17.957 -18.730 -20.706  C10 1.526, O12 1.472, H16 0.997, H17 1.074
12 O 17.773 -19.575 -19.516  C11 1.472, H18 0.881
13 H 18.280 -16.900 -20.915  C10 0.981
14 H 18.899 -17.274 -19.338  C10 1.162
15 H 17.162 -17.060 -19.567  C10 1.029
16 H 18.711 -19.028 -21.287  C11 0.997
17 H 17.062 -18.724 -21.299  C11 1.074
18 H 17.708 -20.432 -19.714  O12 0.881
19 C 17.185 -22.389 -14.750  C20 1.539, H22 0.913, H23 1.097, H24 0.912
20 C 16.091 -22.613 -13.691  C19 1.539, O21 1.474, H25 0.935, H26 1.206
21 O 14.819 -22.884 -14.383  C20 1.474, H27 0.884
22 H 17.290 -23.071 -15.349  C19 0.913
23 H 18.057 -22.203 -14.112  C19 1.097
24 H 16.924 -21.625 -15.173  C19 0.912
25 H 16.205 -21.768 -13.307  C20 0.935
26 H 16.559 -23.461 -12.972  C20 1.206
27 H 14.074 -22.758 -13.923  O21 0.884
28 C 24.401 -18.041 -17.867  C29 1.473, H31 1.170, H32 0.972, H33 1.157
29 C 23.155 -18.820 -17.761  C28 1.473, O30 1.476, H34 1.191, H35 1.067
30 O 22.011 -17.991 -17.332  C29 1.476, H36 1.019
31 H 24.491 -17.175 -18.649  C28 1.170
32 H 25.062 -18.699 -18.143  C28 0.972
33 H 24.493 -17.569 -16.815  C28 1.157
34 H 23.424 -19.783 -17.113  C29 1.191
35 H 23.023 -19.272 -18.719  C29 1.067
36 H 21.153 -18.538 -17.374  O30 1.019
37 C 20.482 -21.354 -15.966  C38 1.470, H40 1.066, H41 1.126, H42 1.015
38 C 19.348 -20.646 -16.579  C37 1.470, O39 1.379, H43 1.199, H44 1.093
39 O 19.874 -19.797 -17.530  C38 1.379, H45 1.110
40 H 21.060 -20.645 -15.418  C37 1.066
41 H 21.243 -21.664 -16.735  C37 1.126
42 H 20.316 -22.119 -15.320  C37 1.015
43 H 18.749 -20.005 -15.761  C38 1.199
44 H 18.683 -21.338 -17.101  C38 1.093
45 H 19.192 -19.721 -18.403  O39 1.110
46 C 20.245 -15.900 -14.539  C47 1.573, H49 1.094, H50 1.076, H51 1.100
47 C 19.567 -17.038 -15.388  C46 1.573, O48 1.420, H52 1.174, H53 1.113
48 O 18.279 -17.289 -14.846  C47 1.420, H54 0.861
49 H 20.428 -15.984 -13.464  C46 1.094
50 H 19.853 -14.913 -14.370  C46 1.076
51 H 21.178 -15.540 -14.994  C46 1.100
52 H 20.361 -17.888 -15.553  C47 1.174
53 H 19.596 -16.638 -16.426  C47 1.113
54 H 17.930 -17.731 -15.497  O48 0.861
55 C 14.946 -18.338 -15.703  C56 1.439, H58 1.025, H59 0.969, H60 0.936
56 C 15.576 -19.159 -16.703  C55 1.439, O57 1.367, H61 1.112, H62 0.984
57 O 16.825 -18.721 -17.046  C56 1.367, H63 0.947
58 H 13.936 -18.482 -15.607  C55 1.025
59 H 15.222 -17.434 -15.921  C55 0.969
60 H 15.375 -18.653 -14.932  C55 0.936
61 H 15.070 -19.058 -17.688  C56 1.112
62 H 15.594 -20.102 -16.426  C56 0.984
63 H 17.157 -18.971 -17.898  O57 0.947
64 C 20.669 -19.267 -12.572  C65 1.480, H67 1.144, H68 1.074, H69 1.056
65 C 20.202 -18.590 -11.342  C64 1.480, O66 1.542, H70 0.986, H71 1.134
66 O 21.439 -18.277 -10.475  C65 1.542, H72 1.076
67 H 21.354 -20.172 -12.716  C64 1.144
68 H 21.255 -18.674 -13.250  C64 1.074
69 H 20.107 -19.683 -13.363  C64 1.056
70 H 19.494 -19.105 -10.888  C65 0.986
71 H 19.793 -17.532 -11.351  C65 1.134
72 H 20.892 -17.605 -9.837  O66 1.076
73 C 22.422 -24.540 -17.968  C74 1.541, H76 1.027, H77 1.004, H78 1.222
74 C 22.510 -25.971 -17.402  C73 1.541, O75 1.374, H79 1.076, H80 1.033
75 O 22.713 -25.894 -16.045  C74 1.374, H81 1.084
76 H 21.750 -23.897 -17.531  C73 1.027
77 H 22.320 -24.660 -18.959  C73 1.004
78 H 23.575 -24.153 -18.083  C73 1.222
79 H 23.273 -26.673 -17.692  C74 1.076
80 H 21.585 -26.430 -17.438  C74 1.033
81 H 22.552 -26.786 -15.450  O75 1.084


Which structure is most stable? *A*, by 0.4383 hartree over the runner-up.